This record from the Open Molecules 2025 dataset describes the molecule C4H4N2O2. The level of theory is ωB97M-V with the def2-TZVPD basis set.

The geometry in ORCA input format:
```
! wB97M-V def2-TZVPD RIJCOSX def2/J DEFGRID3
* xyz 0 1
N 1.48995 -0.57717 -2.61720
C 1.16026 0.01007 -1.66568
C 0.93761 0.53560 -0.28153
N -0.27295 -0.07778 0.23499
C -0.06973 -1.16104 1.07934
O -1.00215 -1.90630 1.32125
C -1.55281 0.65513 0.16428
O -2.59748 0.21213 0.50812
H 0.58503 1.56229 -0.26124
H 1.74956 0.34387 0.43067
H 1.04973 -1.31825 1.30662
H -1.47703 1.72145 -0.21962
*
```

Summary:
energy = -414.76811 hartree
orbital gap = 10.70 eV
relative energy (zero: lowest compared OMol25 entry of this formula, charge and spin) = 49.0 kcal/mol
LUMO energy = 0.2 eV

***

This record from the Open Molecules 2025 dataset describes a structure of composition C42H47BMoN6O2S. The level of theory is ωB97M-V with the def2-TZVPD basis set.

The geometry in ORCA input format:
```
! wB97M-V def2-TZVPD RIJCOSX def2/J DEFGRID3
* xyz 2 3
Mo 0.01982 0.28211 0.42647
N -3.85067 0.51387 1.65787
C -3.50811 0.54339 3.00768
C -4.29962 0.55814 4.15123
C -3.62950 0.58100 5.35449
C -2.22499 0.59400 5.41326
C -1.44947 0.58348 4.27456
C -2.11529 0.55386 3.05102
N -1.65104 0.51665 1.72987
C -2.72104 0.49268 0.94654
C -1.50811 1.28885 -1.26528
C -2.46882 1.37739 -2.46181
S -1.76890 0.23311 -3.69083
C -0.33692 0.04895 -2.77604
N -0.25600 0.63806 -1.63424
H -4.78460 0.47630 1.28132
H -5.38033 0.54695 4.10113
H -4.19552 0.59108 6.27581
H -1.74175 0.61550 6.38080
H -0.37186 0.60985 4.33352
H -2.60546 2.34821 -2.92945
H 0.47928 -0.56020 -3.15063
O -2.82427 -1.99380 -1.20660
C -2.12994 -1.17390 -0.68700
O -0.94201 -1.39008 -0.12194
C -2.56908 0.31782 -0.53593
C -3.61125 0.91858 -1.51115
C -4.18043 2.21821 -0.98416
C -3.48512 3.22121 -0.42980
C -2.04771 3.23713 -0.08634
N -1.14285 2.40602 -0.43992
H -4.36136 0.22996 -1.89154
H -5.24300 2.37532 -1.13880
H -4.02238 4.11642 -0.14250
H -1.72561 4.03640 0.57647
C 0.40463 -1.78689 2.71669
C 1.67434 -2.59615 2.50272
C 1.72760 -3.73289 3.52514
C 1.71778 -3.05807 1.06230
C 1.08880 -4.23851 0.68964
C 1.06180 -4.63286 -0.63554
C 1.70705 -3.86891 -1.58873
C 2.37646 -2.68810 -1.26489
C 3.21134 -2.08019 -2.38535
C 4.57386 -2.78088 -2.44059
C 3.41942 -0.56719 -2.41205
C 2.32702 -2.27847 0.07436
N 2.86199 -0.99478 0.46930
B 2.15738 0.23970 0.62150
N 3.11738 1.24556 0.91744
C 4.34418 0.60804 0.94790
C 4.19578 -0.72179 0.68455
C 3.04240 2.69072 0.91782
C 2.53359 3.36385 2.02986
C 2.60414 4.75608 2.03381
C 3.11983 5.45435 0.95948
C 3.55872 4.76294 -0.15742
C 3.53572 3.37443 -0.20023
C 4.00391 2.67382 -1.45835
C 3.06109 2.97633 -2.62524
C 5.45027 3.02574 -1.80788
C 1.87849 2.67787 3.21461
C 0.43207 3.17006 3.34614
C 2.65016 2.92014 4.51317
H 0.28742 -1.41819 3.73185
H -0.49129 -2.31471 2.39296
H 0.47976 -0.87432 2.06502
H 2.52997 -1.94462 2.68718
H 0.81036 -4.32355 3.53219
H 1.86164 -3.32606 4.52786
H 2.55982 -4.40482 3.31736
H 0.61038 -4.85386 1.44008
H 0.55837 -5.54675 -0.92220
H 1.72612 -4.20627 -2.61880
H 2.68496 -2.35327 -3.30551
H 5.18432 -2.51183 -1.57524
H 5.12064 -2.48037 -3.33599
H 4.46522 -3.86477 -2.45533
H 4.24826 -0.28318 -1.76446
H 2.54972 0.00709 -2.09036
H 3.68084 -0.24940 -3.42309
H 5.25336 1.16178 1.12500
H 4.95427 -1.48552 0.61730
H 2.25401 5.30156 2.90201
H 3.17394 6.53481 0.98804
H 3.93641 5.31182 -1.01117
H 3.95922 1.60190 -1.28318
H 3.08764 4.03414 -2.89410
H 2.02648 2.72308 -2.37454
H 3.35262 2.40460 -3.50882
H 5.55086 4.07986 -2.07209
H 5.78790 2.44042 -2.66475
H 6.12576 2.83001 -0.97353
H 1.87354 1.59793 3.03296
H 0.39921 4.25890 3.38567
H -0.03994 2.80225 4.25567
H -0.18513 2.86624 2.48940
H 2.59992 3.96920 4.81167
H 3.70212 2.65307 4.40974
H 2.22569 2.32826 5.32684
*
```

Summary:
energy = -2598.39497 hartree
orbital gap (spin up / spin down) = 5.49 / 5.90 eV
relative energy (zero: lowest compared OMol25 entry of this formula, charge and spin) = 0.0 kcal/mol
LUMO energy (spin up / spin down) = -7.7 / -7.4 eV

***

This record from the Open Molecules 2025 dataset describes the molecule C6H9Cl. The level of theory is ωB97M-V with the def2-TZVPD basis set.

The geometry in ORCA input format:
```
! wB97M-V def2-TZVPD RIJCOSX def2/J DEFGRID3
* xyz 0 1
Cl 2.42656 0.09577 -0.28312
C 0.97135 -0.33694 0.61243
C -0.27386 0.49209 0.71353
C -1.29147 1.32440 -0.05016
C -2.38272 0.20632 -0.30856
C -1.67431 -1.19990 -0.09214
C -0.23237 -0.73169 -0.17484
H 1.24985 -0.82523 1.56705
H -0.71798 0.20991 1.67223
H -0.87906 1.70846 -0.99431
H -1.69859 2.13118 0.53329
H -3.21674 0.29903 0.34881
H -2.73484 0.27838 -1.33365
H -1.98313 -1.92762 -0.86612
H -1.93328 -1.62900 0.87991
H -0.03753 -0.39893 -1.19569
*
```

Summary:
energy = -694.10423 hartree
orbital gap = 10.05 eV
relative energy (zero: lowest compared OMol25 entry of this formula, charge and spin) = 43.3 kcal/mol
LUMO energy = 1.1 eV